{
  "formula": "C22H42F3KN3O9P",
  "method": "wB97M-V/def2-TZVPD",
  "e_homo_ha": -0.2176,
  "e_tot_ev": -80157.734,
  "gap_ev": 5.887,
  "lumo_ev": -0.03,
  "max_force_ev_per_a": 4.20,
  "relative_energy_kj_mol": 544.5,
  "symbols": ["K", "C", "O", "O", "C", "F", "F", "F", "C", "C", "H", "H", "H", "H", "H", "H", "O", "P", "N", "C", "C", "N", "C", "C", "N", "C", "C", "H", "H", "H", "H", "H", "H", "H", "H", "H", "H", "H", "H", "H", "H", "H", "H", "H", "H", "O", "C", "O", "C", "C", "C", "H", "H", "H", "H", "H", "H", "O", "C", "O", "C", "C", "C", "H", "H", "H", "H", "H", "H", "O", "C", "O", "C", "C", "C", "H", "H", "H", "H", "H", "H"],
  "positions_angstrom": [[-0.840, -1.701, 0.380], [0.347, -3.618, 4.516], [-0.448, -2.367, 4.510], [0.168, -4.106, 3.208], [1.733, -3.262, 5.227], [1.698, -2.649, 6.417], [2.250, -4.465, 5.354], [2.553, -2.683, 4.376], [-1.242, -2.053, 5.649], [-1.862, -0.752, 5.337], [-1.222, 0.109, 5.530], [-2.074, -0.669, 4.271], [-2.772, -0.586, 5.913], [-0.609, -2.069, 6.537], [-2.030, -2.801, 5.733], [-0.099, -4.335, 5.204], [2.803, 0.449, -0.364], [3.914, 1.094, -1.025], [4.273, 0.528, -2.621], [4.087, -0.882, -2.992], [5.104, 1.307, -3.484], [5.382, 0.952, -0.249], [6.605, 1.728, -0.692], [5.652, -0.209, 0.582], [3.693, 2.837, -1.170], [2.623, 3.267, -2.146], [3.927, 3.836, -0.113], [3.138, -1.290, -2.642], [4.819, -1.509, -2.483], [4.131, -1.017, -4.072], [4.797, 1.123, -4.513], [6.152, 1.012, -3.435], [5.121, 2.375, -3.268], [6.974, 2.179, 0.229], [7.415, 1.112, -1.082], [6.394, 2.567, -1.355], [6.146, 0.055, 1.517], [4.815, -0.857, 0.844], [6.389, -0.841, 0.086], [2.899, 4.267, -2.481], [2.733, 2.743, -3.095], [1.650, 3.187, -1.660], [3.048, 3.981, 0.514], [4.174, 4.802, -0.555], [4.749, 3.629, 0.573], [-0.466, -0.912, -3.952], [-0.451, -0.055, -4.858], [0.515, -0.170, -5.800], [0.470, 0.901, -6.791], [-0.579, 1.881, -6.243], [-1.369, 1.106, -5.159], [0.301, 0.593, -7.823], [1.472, 1.297, -6.623], [-1.318, 2.071, -7.022], [-0.342, 2.885, -5.889], [-2.332, 0.768, -5.540], [-1.638, 1.651, -4.254], [-3.493, 1.581, -0.555], [-3.762, 2.650, 0.011], [-3.522, 3.780, -0.560], [-3.754, 4.929, 0.231], [-4.632, 4.385, 1.313], [-4.268, 2.916, 1.367], [-4.355, 5.615, -0.367], [-2.830, 5.410, 0.551], [-5.692, 4.516, 1.092], [-4.557, 4.844, 2.299], [-5.067, 2.252, 1.699], [-3.414, 2.693, 2.007], [-4.907, -2.884, 1.614], [-5.568, -3.916, 1.817], [-6.945, -3.924, 1.550], [-7.507, -5.207, 1.842], [-6.245, -6.114, 1.886], [-5.061, -5.225, 2.370], [-8.186, -5.495, 1.040], [-7.969, -5.107, 2.824], [-6.028, -6.636, 0.954], [-6.460, -6.971, 2.524], [-4.076, -5.504, 1.995], [-5.121, -5.021, 3.439]],
  "atomic_forces_ev_per_a": [[0.1950, -0.2492, 0.5240], [-2.6647, 0.6068, -2.7744], [0.4167, 0.1500, 0.6264], [2.0881, 1.0855, 2.8331], [-2.1451, -1.7098, -3.1855], [0.1252, 0.2026, -0.2075], [1.2990, -1.9110, 1.6533], [0.9786, 2.0521, -0.2036], [0.9662, -1.1587, -0.9708], [-0.4600, 1.7095, 0.1572], [0.2937, -0.0696, 0.2129], [-0.3052, -0.3579, -0.0061], [-0.1558, 0.0033, -0.0491], [-0.2859, 0.1963, 0.3248], [-0.1108, -0.3489, 0.2786], [-0.2876, -0.0701, 0.6487], [-1.3093, -1.5196, 0.5692], [2.2615, 2.6390, -1.7745], [-1.9310, 0.7771, 1.2074], [-0.1347, 0.2131, 0.9257], [0.7657, -0.1706, -0.5566], [0.1342, 0.9018, -0.2236], [-1.0103, -0.3301, 1.4711], [0.9904, -0.2957, 0.1300], [0.2073, -1.3880, -1.1957], [1.8672, -0.1835, 0.7206], [-0.1136, -0.4410, -0.0729], [-0.2409, 0.4164, -0.0675], [0.4637, -0.1586, -0.3146], [0.1271, 0.1392, 0.0531], [-0.0831, 0.2879, -0.2041], [0.3525, -0.2314, 0.0166], [-0.5034, -0.0861, 0.0552], [0.3318, 0.0973, 0.0534], [-0.2589, -0.2933, -0.2335], [-0.3483, -0.3933, -0.0821], [-0.1400, 0.3699, 0.2091], [-0.3468, 0.5394, -0.3347], [0.0605, -0.2747, -0.2556], [-0.4488, 0.4493, 0.5229], [-0.4258, -0.7345, 0.3400], [-0.1920, 0.1684, -0.4720], [-0.2411, -0.0103, 0.0466], [-0.0835, 0.0315, -0.2824], [0.0469, -0.5853, -0.2603], [-0.4103, 2.7560, -2.1076], [0.3472, -3.2310, 1.9382], [-0.8369, 0.0282, -0.6161], [0.9313, 0.9189, 2.2757], [-2.1987, 0.1218, -0.4565], [0.5171, -0.0246, 0.0384], [-0.0414, -0.4355, 0.3596], [0.0236, 0.3353, -0.9310], [0.1561, 0.1675, -0.2593], [0.9593, -0.3251, -0.0140], [0.1599, -0.4273, -0.0718], [0.4066, 0.0798, 0.0097], [-0.6600, 1.9394, 1.3212], [0.5053, -3.9653, -0.9820], [1.4059, 1.8600, -2.5581], [-1.0652, 0.5158, -0.0654], [-0.8279, -0.0313, 1.9668], [-0.4029, -0.5554, 1.0188], [0.4715, 0.1904, -0.1782], [0.0924, -0.2842, -0.0479], [0.0123, -0.1738, -0.4407], [0.4563, 0.2169, -0.0940], [0.0578, 0.0006, -0.2574], [0.0663, 0.2025, 0.3305], [-1.9272, -2.8327, 0.5044], [1.0344, 3.6413, -1.2944], [1.7470, 0.3622, 0.1138], [1.8926, -0.1226, -0.0871], [-0.2781, -1.3648, 0.9456], [-2.3541, 0.1958, -0.9454], [-0.1300, 0.1382, 0.2796], [-0.3242, -0.3830, -0.1247], [0.0233, 0.6683, -0.4185], [0.1548, 0.0918, 0.4513], [-0.1623, 0.2077, 0.3219], [0.4535, -0.5468, 0.2222]],
  "mulliken_charge": [0.919, -0.259, -0.196, -0.848, 0.853, -0.265, -0.284, -0.272, -0.077, -1.186, 0.307, 0.217, 0.368, 0.253, 0.256, 0.189, -0.901, 0.385, 0.399, -0.953, -1.128, 0.315, -1.182, -1.069, 0.328, -1.096, -0.989, 0.298, 0.272, 0.316, 0.351, 0.306, 0.391, 0.403, 0.294, 0.350, 0.334, 0.334, 0.330, 0.401, 0.263, 0.302, 0.329, 0.335, 0.291, -0.652, 0.508, -0.352, -0.304, -0.541, -0.272, 0.288, 0.216, 0.251, 0.340, 0.241, 0.283, -0.676, 0.512, -0.337, -0.336, -0.499, -0.319, 0.264, 0.274, 0.260, 0.330, 0.317, 0.216, -0.578, 0.377, -0.350, -0.345, -0.591, -0.216, 0.281, 0.270, 0.304, 0.333, 0.316, 0.204]
}